1.
{"formula": "C10H10I3N", "method": "ωB97M-V with the def2-TZVPD basis set", "species": ["C", "C", "C", "C", "C", "C", "C", "C", "C", "C", "N", "I", "I", "I", "H", "H", "H", "H", "H", "H", "H", "H", "H", "H"], "xyz": [[2.612, -0.093, 1.359], [1.585, 0.600, 0.594], [2.731, -1.364, 0.976], [1.016, -0.318, -0.231], [-0.709, 0.980, -3.117], [-1.444, 0.568, 2.468], [-0.333, 0.950, -1.899], [-1.870, 0.689, 1.240], [-0.282, -0.253, -1.008], [-1.607, -0.493, -0.173], [1.676, -1.559, 0.074], [-3.139, 2.372, 0.774], [-3.365, -0.405, -1.439], [-1.600, -2.534, 0.841], [3.164, 0.330, 2.140], [1.406, 1.671, 0.554], [3.086, -2.209, 1.564], [-0.648, 1.892, -3.685], [-0.690, -0.018, -3.616], [-1.675, 1.205, 3.270], [-0.767, -0.259, 2.857], [-0.476, 1.908, -1.393], [-0.253, -1.164, -1.814], [1.581, -2.495, -0.337]], "max_force_ev_per_a": 4.74, "homo_ha": -0.3171, "e_above_lowest_kj_mol": 195.62, "multiplicity": 1, "energy_ha": -1334.73272}


2.
{"formula": "C10H10MnN2O4", "method": "ωB97M-V with the def2-TZVPD basis set", "species": ["Mn", "O", "C", "C", "O", "C", "O", "C", "O", "C", "H", "H", "C", "H", "H", "C", "N", "C", "C", "N", "C", "H", "H", "H", "H", "H", "H"], "xyz": [[-0.321, -0.931, -0.003], [2.074, -1.499, 1.757], [1.102, -1.311, 1.089], [-1.677, -0.928, -1.244], [-2.500, -0.753, -2.064], [-1.459, -0.906, 1.435], [-1.952, -0.512, 2.420], [0.731, -1.661, -1.332], [1.374, -2.171, -2.183], [-0.387, -3.500, 0.655], [0.585, -3.865, 0.290], [-0.513, -3.410, 1.748], [-1.474, -3.333, -0.217], [-2.473, -3.098, 0.180], [-1.373, -3.581, -1.281], [1.978, 3.716, -0.128], [0.917, 2.701, -0.116], [-0.443, 2.923, -0.116], [-1.047, 1.745, -0.081], [-0.074, 0.770, -0.062], [1.118, 1.372, -0.078], [1.895, 4.320, -1.043], [1.867, 4.370, 0.750], [2.946, 3.208, -0.098], [-0.878, 3.948, -0.145], [-2.126, 1.486, -0.062], [2.109, 0.901, -0.071]], "max_force_ev_per_a": 11.16, "homo_ha": [-0.5012, -0.6039], "e_above_lowest_kj_mol": 145.85, "total_charge": 2, "multiplicity": 6, "energy_ha": -1947.59324}


3.
{"formula": "C10H10N2", "method": "ωB97M-V with the def2-TZVPD basis set", "species": ["C", "C", "C", "C", "C", "N", "C", "N", "C", "C", "C", "C", "H", "H", "H", "H", "H", "H", "H", "H", "H", "H"], "xyz": [[-3.599, 0.359, 0.094], [-2.210, -0.071, -0.071], [-1.790, -1.444, 0.066], [-0.445, -1.771, 0.030], [0.591, -0.787, -0.106], [1.865, -1.177, -0.002], [2.755, -0.214, 0.074], [4.034, -0.591, -0.001], [2.399, 1.266, 0.141], [1.088, 1.583, -0.023], [0.144, 0.542, -0.195], [-1.227, 0.876, -0.112], [-4.368, -0.164, -0.623], [-4.009, 0.159, 1.099], [-3.707, 1.395, -0.148], [-2.517, -2.236, -0.083], [-0.088, -2.765, 0.177], [4.842, 0.141, -0.028], [4.108, -1.565, -0.411], [3.149, 2.006, 0.292], [0.549, 2.589, -0.017], [-1.563, 1.869, -0.153]], "smiles": "Cc1ccc2nc(N)ccc2c1", "max_force_ev_per_a": 3.47, "homo_ha": -0.2832, "e_above_lowest_kj_mol": 92.68, "multiplicity": 1, "energy_ha": -496.56179}


4.
{"formula": "C10H10N2", "method": "ωB97M-V with the def2-TZVPD basis set", "species": ["C", "C", "C", "N", "C", "C", "H", "H", "H", "H", "H", "C", "C", "C", "N", "C", "C", "H", "H", "H", "H", "H"], "xyz": [[-2.611, 1.222, -0.297], [-3.666, 0.207, -0.395], [-3.299, -1.078, -0.128], [-2.089, -1.407, 0.335], [-1.112, -0.444, 0.389], [-1.255, 0.906, 0.062], [-2.788, 2.256, -0.702], [-4.721, 0.684, -0.586], [-4.123, -1.914, -0.076], [-0.165, -0.706, 1.021], [-0.279, 1.581, 0.074], [2.929, 0.909, -0.239], [2.980, -0.179, -1.109], [2.291, -1.332, -0.771], [1.582, -1.480, 0.350], [1.566, -0.440, 1.185], [2.249, 0.774, 0.953], [3.498, 1.818, -0.412], [3.515, -0.130, -2.058], [2.312, -2.212, -1.418], [0.966, -0.594, 2.076], [2.220, 1.559, 1.745]], "smiles": "c1ccncc1.c1ccncc1", "max_force_ev_per_a": 4.50, "homo_ha": -0.3393, "e_above_lowest_kj_mol": 314.04, "multiplicity": 1, "energy_ha": -496.47749}


5.
{"formula": "C10H10N2NdO4", "method": "ωB97M-V with the def2-TZVPD basis set", "species": ["Nd", "O", "C", "C", "O", "C", "O", "C", "O", "C", "H", "H", "C", "H", "H", "C", "C", "N", "C", "C", "N", "H", "H", "H", "H", "H", "H"], "xyz": [[0.089, -0.053, -2.139], [0.490, 3.252, -0.360], [0.377, 2.126, -0.653], [-0.082, -2.252, -0.662], [-0.088, -3.381, -0.365], [2.290, -0.244, -0.340], [3.415, -0.288, -0.164], [-2.137, 0.049, -0.446], [-3.278, 0.030, -0.307], [0.171, 0.571, -4.625], [-0.726, 1.186, -4.574], [1.120, 1.101, -4.554], [0.106, -0.792, -4.682], [1.005, -1.405, -4.672], [-0.849, -1.312, -4.692], [-1.016, 1.761, 2.491], [-0.355, 0.458, 2.369], [0.132, -0.328, 1.404], [0.705, -1.414, 2.035], [0.557, -1.266, 3.360], [-0.111, -0.105, 3.571], [-1.902, 1.611, 3.130], [-0.344, 2.418, 3.078], [-1.283, 2.136, 1.511], [1.224, -2.261, 1.615], [0.833, -1.877, 4.193], [-0.343, 0.280, 4.479]], "max_force_ev_per_a": 6.72, "homo_ha": [-0.6612, -0.6613], "total_charge": 3, "multiplicity": 4, "energy_ha": -1357.72364}


6.
{"formula": "C10H10N2O", "method": "ωB97M-V with the def2-TZVPD basis set", "species": ["O", "C", "C", "N", "C", "C", "N", "C", "C", "C", "C", "C", "C", "H", "H", "H", "H", "H", "H", "H", "H", "H", "H"], "xyz": [[-0.456, -2.745, 0.220], [0.203, -1.819, 0.580], [-0.045, -0.347, 0.281], [-1.358, 0.031, -0.066], [-1.809, 1.024, -0.925], [-3.158, 1.140, -0.662], [-3.557, 0.133, 0.156], [-2.460, -0.432, 0.556], [0.828, -0.513, -1.248], [2.045, 0.003, -1.318], [2.812, 0.329, -0.144], [2.244, 0.478, 1.056], [0.749, 0.594, 1.189], [1.217, -2.029, 1.201], [-1.139, 1.492, -1.652], [-3.960, 1.792, -1.016], [-2.555, -1.248, 1.312], [0.273, -0.883, -2.010], [2.580, 0.041, -2.367], [3.948, 0.338, -0.149], [2.757, 0.682, 1.903], [0.292, 0.360, 2.126], [0.547, 1.578, 0.976]], "smiles": "O=C[C@]1(n2ccnc2)C=CC=CC1", "max_force_ev_per_a": 5.23, "homo_ha": -0.3249, "e_above_lowest_kj_mol": 347.09, "multiplicity": 1, "energy_ha": -571.69340}


7.
{"formula": "C10H10N2O2", "method": "ωB97M-V with the def2-TZVPD basis set", "species": ["O", "C", "C", "C", "N", "C", "O", "N", "H", "H", "H", "H", "C", "C", "C", "C", "C", "C", "H", "H", "H", "H", "H", "H"], "xyz": [[-0.081, 2.215, -1.550], [-0.930, 1.424, -0.950], [-1.421, 1.680, 0.365], [-2.054, 0.670, 1.092], [-2.361, -0.496, 0.360], [-1.708, -0.935, -0.803], [-1.701, -2.121, -1.191], [-1.133, 0.166, -1.489], [-1.372, 2.468, 1.085], [-2.668, 0.816, 2.072], [-2.598, -1.480, 0.618], [-0.442, -0.052, -2.172], [0.912, -0.230, 1.532], [1.477, 0.761, 0.761], [2.282, 0.652, -0.368], [2.267, -0.407, -1.054], [1.567, -1.529, -0.422], [0.936, -1.442, 0.809], [0.387, -0.183, 2.437], [1.406, 1.737, 1.296], [3.053, 1.595, -0.365], [2.508, -0.601, -2.274], [1.396, -2.510, -1.017], [0.278, -2.194, 1.228]], "smiles": "O=c1cc[nH]c(=O)[nH]1.c1ccccc1", "max_force_ev_per_a": 10.43, "homo_ha": -0.3320, "e_above_lowest_kj_mol": 406.74, "multiplicity": 1, "energy_ha": -646.94706}


8.
{"formula": "C10H10N2O2S", "method": "ωB97M-V with the def2-TZVPD basis set", "species": ["C", "C", "C", "C", "C", "C", "N", "C", "C", "S", "C", "O", "C", "O", "N", "H", "H", "H", "H", "H", "H", "H", "H", "H", "H"], "xyz": [[1.298, -0.767, -1.698], [1.289, -0.254, -0.259], [0.027, 0.171, 0.263], [-1.226, 0.370, -0.386], [-2.505, 0.036, 0.072], [-3.599, 0.488, -0.654], [-3.544, 1.167, -1.791], [-2.343, 1.504, -2.235], [-1.178, 0.985, -1.623], [-0.080, 0.355, 2.027], [1.351, -1.013, 2.424], [1.365, -0.946, 3.759], [2.605, -0.412, 1.745], [3.547, -0.122, 2.438], [2.436, -0.139, 0.453], [0.583, -1.596, -1.824], [2.234, -1.303, -1.947], [0.922, -0.042, -2.366], [-2.683, -0.270, 1.094], [-4.606, 0.366, -0.216], [-2.150, 2.166, -3.135], [-0.171, 1.386, -2.004], [1.062, -1.895, 1.864], [2.062, -0.359, 4.118], [3.302, 0.124, -0.117]], "smiles": "CC1=C(c2ccncc2)S[C@H](O)C(=O)N1", "max_force_ev_per_a": 6.02, "homo_ha": -0.2972, "e_above_lowest_kj_mol": 109.06, "multiplicity": 1, "energy_ha": -1045.18440}


9.
{"formula": "C10H10N2O3", "method": "ωB97M-V with the def2-TZVPD basis set", "species": ["C", "C", "N", "C", "C", "C", "C", "O", "C", "N", "C", "C", "O", "O", "C", "H", "H", "H", "H", "H", "H", "H", "H", "H", "H"], "xyz": [[-1.682, -3.005, 1.768], [-1.107, -1.701, 1.169], [-1.824, -0.588, 1.495], [-1.627, 0.585, 0.907], [-0.703, 0.656, -0.136], [0.178, -0.421, -0.459], [-0.177, -1.620, 0.116], [0.434, -2.729, -0.381], [1.279, -0.305, -1.648], [2.167, 0.659, -1.762], [2.463, 1.735, -0.638], [1.516, 2.993, -0.641], [1.860, 4.072, -1.053], [0.429, 2.860, 0.057], [-0.543, 2.050, -0.709], [-2.771, -2.871, 2.030], [-1.629, -3.937, 1.325], [-1.261, -3.180, 2.742], [-2.252, 1.419, 1.211], [-0.134, -3.475, -0.355], [1.226, -1.083, -2.369], [3.556, 2.054, -0.583], [2.363, 1.321, 0.382], [-0.252, 1.894, -1.734], [-1.509, 2.616, -0.735]], "smiles": "Cc1ncc2c(c1O)/C=N\\CC(=O)OC2", "max_force_ev_per_a": 4.75, "homo_ha": -0.3459, "e_above_lowest_kj_mol": 258.31, "multiplicity": 1, "energy_ha": -722.20194}


10.
{"formula": "C10H10NO3", "method": "ωB97M-V with the def2-TZVPD basis set", "species": ["C", "C", "C", "C", "C", "C", "C", "C", "O", "N", "C", "O", "H", "H", "H", "H", "H", "H", "H", "C", "O", "H", "H", "H"], "xyz": [[-1.967, -1.509, -0.188], [-0.904, -0.988, -1.259], [-1.053, -1.179, -2.812], [0.010, -0.640, -3.841], [1.257, 0.154, -3.304], [1.348, 0.319, -1.775], [0.335, -0.229, -0.729], [0.827, 0.132, 0.738], [0.201, 0.084, 1.812], [2.270, 0.520, 0.574], [2.416, 1.022, -0.829], [3.261, 1.874, -1.193], [-2.626, -0.624, 0.155], [-1.394, -1.950, 0.711], [-2.670, -2.283, -0.644], [-1.962, -1.736, -3.250], [-0.124, -0.806, -4.961], [2.077, 0.573, -3.968], [2.842, -0.348, 0.640], [-0.848, 1.513, 4.857], [-1.490, 1.176, 5.975], [-0.964, 0.838, 3.981], [-1.106, 2.495, 4.399], [0.261, 1.593, 4.912]], "max_force_ev_per_a": 5.08, "homo_ha": -0.0547, "e_above_lowest_kj_mol": 659.60, "total_charge": -1, "multiplicity": 1, "energy_ha": -667.32604}


11.
{"formula": "C10H10NO3S", "method": "ωB97M-V with the def2-TZVPD basis set", "species": ["C", "C", "C", "C", "C", "C", "C", "C", "C", "C", "N", "O", "O", "O", "S", "H", "H", "H", "H", "H", "H", "H", "H", "H", "H"], "xyz": [[3.523, -0.974, 0.737], [3.834, -0.493, -0.502], [2.227, -1.128, 1.169], [2.769, -0.154, -1.284], [-0.155, -1.046, 0.723], [1.172, -0.919, 0.328], [1.414, -0.233, -0.881], [-0.834, -0.105, -1.142], [-2.660, 0.575, 0.416], [-2.080, 0.785, -1.067], [0.414, 0.336, -1.509], [-2.326, -2.437, 0.481], [-1.222, -1.547, -1.546], [-0.226, -3.508, -0.310], [-1.065, -2.304, -0.115], [4.253, -1.353, 1.371], [4.832, -0.488, -0.928], [2.088, -1.466, 2.197], [3.033, 0.542, -2.108], [-0.403, -0.932, 1.803], [-1.869, 0.620, 1.128], [-3.189, -0.458, 0.488], [-3.369, 1.436, 0.690], [-1.798, 1.847, -1.084], [-2.862, 0.598, -1.801]], "max_force_ev_per_a": 4.74, "homo_ha": -0.1411, "e_above_lowest_kj_mol": 231.72, "total_charge": -1, "multiplicity": 1, "energy_ha": -1065.67932}


12.
{"formula": "C10H10O", "method": "ωB97M-V with the def2-TZVPD basis set", "species": ["C", "C", "C", "C", "C", "C", "C", "C", "C", "C", "O", "H", "H", "H", "H", "H", "H", "H", "H", "H", "H"], "xyz": [[-0.189, 2.535, -1.156], [0.169, 1.382, -0.641], [1.260, 0.405, -0.329], [2.094, 0.426, 0.971], [-0.324, 0.047, -0.157], [-1.089, -0.919, -1.093], [-1.842, -1.954, -0.634], [-2.031, -2.195, 0.792], [-1.419, -1.345, 1.705], [-0.677, -0.175, 1.304], [-0.336, 0.587, 2.235], [-1.252, 2.805, -1.266], [0.518, 3.340, -1.484], [1.606, -0.278, -1.088], [1.488, 0.721, 1.795], [2.933, 1.149, 1.009], [2.654, -0.529, 0.976], [-0.989, -0.641, -2.106], [-2.402, -2.530, -1.420], [-2.711, -3.073, 1.114], [-1.699, -1.396, 2.797]], "smiles": "C=C1[C@@H](C)[C@]12C=CC=CC2=O", "max_force_ev_per_a": 3.29, "homo_ha": -0.3214, "e_above_lowest_kj_mol": 382.19, "multiplicity": 1, "energy_ha": -462.16339}